ORCA calculation (the ωB97M-V functional and the def2-TZVPD basis) on a molecular structure, C32H83F6N8O12S2Ti.

relative energy (zero: lowest compared OMol25 entry of this formula, charge and spin)	0.00	kcal/mol
spin multiplicity	4
Kohn-Sham gap (spin up / spin down)	4.9 / 8.8	eV
E	-132103.9461	eV

Each line ends with the Mulliken spin population.
Geometry (Å):
Ti 1.61 -0.64 0.32  2.4184
C -2.18 -0.69 -0.91  0.0258
F -3.02 -1.49 -1.56  -0.0012
F -2.74 0.46 -0.66  0.0011
F -1.89 -1.37 0.23  0.0201
S -0.60 -0.58 -1.97  0.0453
O 0.08 -1.79 -1.62  -0.0292
O -0.99 -0.39 -3.34  0.0048
N 0.39 0.63 -1.20  -0.0306
S 0.59 1.70 -2.33  0.0478
O 1.45 1.18 -3.37  0.0068
O -0.60 2.40 -2.76  0.0048
C 1.63 3.07 -1.46  0.0554
F 0.82 3.68 -0.60  0.0032
F 2.57 2.48 -0.71  0.0471
F 2.17 3.88 -2.33  -0.0005
C -2.77 -4.34 -3.86  0.0002
C -3.33 -3.13 -4.65  0.0003
C -2.98 -3.15 -6.14  0.0000
O -1.75 -3.78 -6.43  0.0000
C -0.62 -3.02 -6.08  0.0000
N -4.78 -3.13 -4.41  0.0000
H -1.72 -4.56 -4.06  0.0001
H -3.34 -5.24 -4.12  0.0001
H -2.91 -4.25 -2.78  -0.0002
H -2.83 -2.30 -4.16  -0.0001
H -3.16 -2.23 -6.70  0.0000
H -3.71 -3.87 -6.53  0.0000
H 0.28 -3.51 -6.46  0.0000
H -0.53 -2.78 -5.02  0.0000
H -0.58 -2.09 -6.68  0.0000
H -5.04 -3.66 -3.60  0.0000
H -5.27 -3.57 -5.18  0.0000
C 3.80 5.49 0.63  -0.0012
C 5.28 5.30 0.30  -0.0002
C 5.62 5.48 -1.19  -0.0002
O 7.01 5.43 -1.46  0.0000
C 7.25 5.30 -2.85  0.0000
N 6.09 6.19 1.14  0.0000
H 3.64 5.25 1.68  0.0007
H 3.29 4.81 -0.05  0.0013
H 3.40 6.48 0.38  0.0004
H 5.64 4.31 0.62  0.0002
H 5.21 6.48 -1.41  0.0000
H 5.10 4.81 -1.88  0.0003
H 8.22 5.76 -3.08  0.0000
H 6.55 5.88 -3.46  0.0000
H 7.24 4.24 -3.11  0.0000
H 5.73 7.14 1.04  0.0000
H 7.06 6.22 0.83  0.0000
C -2.84 2.85 3.05  0.0007
C -1.85 3.38 2.03  0.0161
C -0.66 4.13 2.67  -0.0134
O -1.21 5.38 3.06  0.0005
C -0.40 6.21 3.83  0.0006
N -1.32 2.20 1.31  -0.0066
H -2.39 2.24 3.83  0.0001
H -3.64 2.33 2.53  -0.0009
H -3.22 3.72 3.60  0.0007
H -2.29 4.00 1.26  0.0020
H 0.08 4.35 1.89  0.0032
H -0.12 3.57 3.45  -0.0008
H -0.86 7.11 4.22  0.0000
H 0.47 6.57 3.24  0.0002
H 0.06 5.71 4.69  0.0000
H -0.56 1.74 1.81  0.0640
H -0.88 2.42 0.42  -0.0031
C 0.86 -0.09 4.36  0.0309
C 0.73 -1.48 3.72  -0.0016
C -0.30 -2.31 4.47  0.0132
O -0.03 -3.67 4.20  0.0028
C -0.52 -4.61 5.12  0.0001
N 0.34 -1.28 2.33  0.0531
H 1.16 -0.13 5.41  0.0017
H -0.02 0.54 4.20  -0.0030
H 1.65 0.54 3.93  0.0037
H 1.70 -1.96 3.80  0.0229
H -1.32 -2.00 4.22  -0.0016
H -0.17 -2.17 5.56  -0.0002
H -0.06 -5.58 4.93  0.0000
H -1.60 -4.73 5.12  -0.0001
H -0.13 -4.30 6.10  0.0001
H 0.32 -2.17 1.83  -0.0296
H -0.60 -0.88 2.33  0.0293
C 1.07 -4.52 -0.93  -0.0260
C 0.38 -4.51 0.42  0.0312
C -0.32 -5.87 0.62  0.0007
O 0.64 -6.88 0.84  -0.0017
C 0.08 -8.15 1.07  0.0002
N 1.39 -4.25 1.45  0.0072
H 0.27 -4.48 -1.67  -0.0059
H 1.57 -5.44 -1.23  0.0019
H 1.70 -3.64 -1.08  0.0566
H -0.34 -3.70 0.53  0.0172
H -0.88 -6.16 -0.27  -0.0004
H -1.00 -5.73 1.47  0.0006
H 0.89 -8.87 0.92  0.0000
H -0.73 -8.40 0.38  0.0000
H -0.17 -8.30 2.12  0.0000
H 2.06 -5.01 1.50  0.0000
H 1.02 -4.14 2.39  -0.0034
C -5.99 -0.94 0.20  -0.0001
C -5.85 -2.22 1.03  0.0001
C -6.14 -2.01 2.50  -0.0001
O -4.99 -1.42 3.09  -0.0003
C -5.19 -1.21 4.47  0.0001
N -6.80 -3.20 0.45  0.0000
H -5.92 -1.10 -0.87  0.0000
H -5.19 -0.27 0.57  0.0001
H -6.92 -0.42 0.43  0.0000
H -4.86 -2.67 0.90  0.0000
H -6.26 -3.00 2.94  0.0000
H -7.06 -1.47 2.75  0.0000
H -5.85 -0.34 4.55  0.0000
H -4.26 -0.95 4.99  0.0000
H -5.62 -2.04 5.04  0.0000
H -7.73 -2.86 0.64  0.0000
H -6.66 -3.25 -0.55  0.0000
C 6.21 0.41 0.23  -0.0011
C 4.80 0.10 -0.28  0.0443
C 4.68 -1.25 -0.93  0.0056
O 3.33 -1.48 -1.22  0.0075
C 3.09 -1.43 -2.63  0.0484
N 3.85 0.24 0.84  -0.0070
H 6.43 -0.09 1.17  -0.0015
H 6.39 1.48 0.29  0.0010
H 6.95 0.02 -0.47  0.0012
H 4.48 0.81 -1.06  -0.0112
H 5.05 -2.00 -0.20  -0.0191
H 5.32 -1.44 -1.79  0.0060
H 3.33 -0.47 -3.08  -0.0008
H 2.06 -1.64 -2.92  -0.0115
H 3.67 -2.22 -3.12  0.0018
H 3.93 1.22 1.09  0.0270
H 4.28 -0.35 1.55  0.0253
C -1.97 5.63 -2.05  0.0002
C -1.35 6.17 -3.33  0.0000
O -1.05 7.57 -3.26  0.0000
H -3.06 5.56 -2.16  0.0000
H -1.59 6.19 -1.20  -0.0001
H -1.61 4.62 -1.84  -0.0002
H -2.00 6.00 -4.20  0.0000
H -0.44 5.64 -3.61  0.0000
H -1.88 7.98 -2.98  0.0000